Entry 1:
Molecular formula: C38H29MoN3O7P2Te
Method: DFT, wB97M-V/def2-TZVPD

charge: +2
relative energy (zero: lowest compared OMol25 entry of this formula, charge and spin): 0.038 eV
orbital gap: 6.2 eV
E_LUMO: -0.2830 hartree

```
81
Properties=species:S:1:pos:R:3:mulliken_charge:R:1
Mo -0.4585 0.0923 -1.7018 -1.05
Te -0.5558 -2.3932 1.5928 0.35
C 0.0217 -1.3521 3.3377 0.29
C 1.3587 -1.0382 3.5537 -0.12
C 1.6821 -0.2554 4.6566 -0.66
N 0.7785 0.1998 5.5201 -0.59
C -0.4905 -0.1504 5.3340 -0.52
C -0.9220 -0.9236 4.2612 -0.36
C -0.5775 -0.5264 0.5302 -1.37
P 0.7768 0.5504 0.3258 3.75
C 0.7393 2.1688 1.0496 0.29
C 0.4131 2.3138 2.3990 0.04
C 0.4036 3.5831 2.9523 -0.57
C 0.7214 4.6854 2.1668 -0.72
C 1.0533 4.5347 0.8249 -0.79
C 1.0625 3.2722 0.2561 -0.73
C 2.3870 -0.1819 0.3096 1.29
C 3.4840 0.5969 0.6838 -0.87
C 4.7545 0.0466 0.6319 -0.85
C 4.9278 -1.2650 0.2105 -0.86
C 3.8334 -2.0398 -0.1633 -0.69
C 2.5609 -1.5016 -0.1212 -0.40
P -1.9565 0.5085 0.1506 1.30
C -2.5280 1.8813 1.1228 1.06
C -2.5091 3.1704 0.5920 -0.15
C -2.9711 4.2242 1.3633 -0.77
C -3.4360 3.9886 2.6511 -0.61
C -3.4481 2.7026 3.1779 -0.80
C -2.9950 1.6396 2.4156 -0.38
C -3.2559 -0.4969 -0.5223 1.43
C -4.5282 0.0643 -0.6976 -1.01
C -5.4785 -0.6238 -1.4248 -0.74
C -5.1640 -1.8511 -2.0110 -0.69
C -3.9046 -2.4027 -1.8513 -1.02
C -2.9448 -1.7352 -1.0984 0.38
H 2.1380 -1.3916 2.8913 0.57
H 2.7136 0.0162 4.8515 0.43
H -1.1994 0.1996 6.0766 0.43
H -1.9672 -1.1899 4.1674 0.56
H 0.1688 1.4481 3.0049 -0.14
H 0.1570 3.7107 3.9980 0.55
H 0.7172 5.6738 2.6076 0.44
H 1.3086 5.3987 0.2265 0.48
H 1.3307 3.1451 -0.7872 0.59
H 3.3478 1.6175 1.0180 0.53
H 5.6093 0.6419 0.9222 0.50
H 5.9223 -1.6899 0.1749 0.47
H 3.9768 -3.0653 -0.4779 0.55
H 1.7090 -2.1158 -0.3851 -0.04
H -2.1372 3.3508 -0.4087 0.33
H -2.9697 5.2282 0.9610 0.47
H -3.7968 4.8151 3.2491 0.46
H -3.8173 2.5300 4.1799 0.48
H -3.0029 0.6362 2.8204 0.46
H -4.7688 1.0204 -0.2487 0.48
H -6.4718 -0.2112 -1.5392 0.46
H -5.9161 -2.3785 -2.5824 0.45
H -3.6661 -3.3649 -2.2843 0.53
H -1.9912 -2.2203 -0.9396 -0.42
O 2.4521 0.8192 -4.2843 -0.50
C 1.8899 0.1144 -3.5187 -0.12
O 1.1620 0.6624 -2.4656 -0.28
C 1.9537 -1.3768 -3.4973 1.10
C 3.0704 -1.9899 -4.0504 -0.80
C 3.1614 -3.3645 -4.0213 -0.55
C 2.1718 -4.1650 -3.4857 -0.61
C 1.0667 -3.5439 -2.9418 0.20
C 0.9303 -2.1566 -2.9554 0.57
O -0.2231 -1.5859 -2.5311 -0.71
N 0.0243 -4.3788 -2.3300 0.90
O -0.2001 -5.4455 -2.8367 -0.57
O -0.5264 -3.9360 -1.3318 -0.48
N 4.3746 -4.0144 -4.5741 1.05
O 4.4112 -5.2219 -4.5263 -0.59
O 5.2240 -3.2821 -5.0250 -0.58
H 3.8599 -1.3969 -4.4927 0.66
H 2.2651 -5.2427 -3.4907 0.68
C -1.7179 1.3719 -2.7360 -1.10
H -1.2933 2.3653 -2.5348 0.35
H -2.7899 1.3684 -2.5663 0.46
H -1.4958 1.1085 -3.7786 0.41
```

Entry 2:
Molecular formula: C3H5N3OS
Method: DFT, wB97M-V/def2-TZVPD

relative energy (zero: lowest compared OMol25 entry of this formula, charge and spin): 3.069 eV
orbital gap: 8.6 eV
E_LUMO: -0.0213 hartree

```
13
Properties=species:S:1:pos:R:3:mulliken_charge:R:1
C -0.6852 -0.9522 0.7472 0.44
C 0.5919 -0.5306 -1.1158 0.28
C 1.1648 1.6234 0.0849 0.07
H -2.7418 -0.6513 1.7894 0.26
H -2.6303 -1.3513 0.3154 0.21
H 1.2220 -0.9315 -2.0793 0.20
H 1.5894 0.9814 -1.6728 0.19
H 0.2832 1.3839 0.9036 0.20
N -2.0648 -1.0128 0.9697 -0.41
N -0.2066 -1.2432 -0.4658 -0.44
N 1.1598 0.6410 -0.9370 -0.16
O 0.2820 -0.9442 1.6160 -0.56
S 2.0357 2.9875 -0.1554 -0.28
```

Which of these has the lowest relative energy (zero: lowest compared OMol25 entry of this formula, charge and spin)? C38H29MoN3O7P2Te

The lowest E_LUMO belongs to which entry? C38H29MoN3O7P2Te

Which of these has the highest orbital gap? C3H5N3OS